The molecule CH3IOS, computed with ωB97M-V/def2-TZVPD.

Each line ends with the Mulliken charge.
Positions of all 7 atoms, in Å:
C: -0.714 -0.361 0.047  -0.94
O: 0.516 1.954 0.109  -0.44
S: 0.571 0.724 -0.677  0.38
I: 2.674 -0.686 0.215  -0.09
H: -1.644 0.018 -0.189  0.39
H: -0.651 -0.401 1.103  0.35
H: -0.752 -1.247 -0.608  0.35

Summary:
HOMO level: -9.565 eV
M: 190.01 g/mol
E: -810.98246 Ha

A 2-piece molecular cluster, CH3IOS2 overall, computed with ωB97M-V/def2-TZVPD.

Each line ends with the Mulliken charge.
Positions of all 8 atoms, in Å:
C: 1.683 -0.342 -0.103  -0.43
O: -0.673 0.479 0.957  -0.48
S: 1.259 0.972 -1.261  -0.12
S: 0.697 0.941 0.802  0.45
I: -4.135 -0.304 -0.235  -0.10
H: 1.124 -1.324 -0.023  0.30
H: 2.698 -0.456 0.429  0.29
H: -2.652 0.033 -0.566  0.09

Summary:
HOMO level: -9.651 eV
M: 222.07 g/mol
E: -1209.14900 Ha

The molecule CH3IOS2, computed with ωB97M-V/def2-TZVPD.

Each line ends with the Mulliken charge.
Positions of all 8 atoms, in Å:
C: 1.196 -0.303 0.219  -0.72
O: -0.870 0.776 -1.433  -0.44
S: -0.048 0.471 1.296  -0.06
S: -1.569 0.949 -0.182  0.35
I: -3.257 -0.867 0.026  -0.01
H: 1.016 -1.292 -0.070  0.33
H: 2.097 -0.061 0.885  0.28
H: 1.436 0.327 -0.740  0.27

Summary:
HOMO level: -9.341 eV
M: 222.07 g/mol
E: -1209.17516 Ha

CH3IS3 as an isolated structure, computed with ωB97M-V/def2-TZVPD.

Each line ends with the Mulliken charge.
Positions of all 8 atoms, in Å:
C: -0.691 0.487 -0.987  -0.88
S: 0.726 -0.492 -0.314  0.28
S: 0.590 -2.213 -1.223  -0.20
S: 0.004 0.533 2.176  -0.28
I: 1.872 -0.154 3.569  0.05
H: -1.638 -0.136 -0.822  0.33
H: -0.320 0.566 -2.028  0.38
H: -0.543 1.409 -0.372  0.33

Summary:
HOMO level (spin up / spin down): -8.471 / -8.470 eV
M: 238.14 g/mol
E: -1532.08427 Ha

CH3KMgO as an isolated structure, computed with ωB97M-V/def2-TZVPD.

Each line ends with the Mulliken charge.
Positions of all 7 atoms, in Å:
O: -0.055 0.080 0.041  -0.37
C: -1.279 -0.114 -0.408  -0.40
H: -1.829 -0.927 0.076  0.24
H: -1.740 0.666 -1.022  0.28
K: 1.740 -1.459 1.111  1.27
Mg: 2.300 1.168 0.779  -0.23
H: 0.863 0.587 -0.578  0.22

Summary:
<S²>: 0.75
HOMO level (spin up / spin down): -11.004 / -11.856 eV
M: 94.44 g/mol
E: -914.79573 Ha
Multiplicity: 2
Net charge: +1

The molecule CH3N, computed with ωB97M-V/def2-TZVPD.

Each line ends with the Mulliken charge.
Positions of all 5 atoms, in Å:
C: 0.291 0.256 -0.068  -0.22
N: -0.461 -0.430 0.657  -0.47
H: 1.072 0.884 0.358  0.24
H: 0.274 0.280 -1.168  0.21
H: -1.176 -0.991 0.220  0.24

Summary:
HOMO level: -9.919 eV
M: 29.04 g/mol
E: -94.62110 Ha

CH3N as an isolated structure, computed with ωB97M-V/def2-TZVPD.

Each line ends with the Mulliken charge.
Positions of all 5 atoms, in Å:
C: -0.638 -0.314 0.941  -0.20
N: -0.793 -1.368 1.313  -0.12
H: 0.913 -1.299 -1.427  -0.04
H: 1.616 -1.233 -1.042  0.03
H: -0.938 -2.415 1.329  0.33

Summary:
HOMO level: -11.462 eV
M: 29.04 g/mol
E: -94.56388 Ha

An isolated ion of composition CH3N2O2S and charge -1, computed with ωB97M-V/def2-TZVPD.

Each line ends with the Mulliken charge.
Positions of all 9 atoms, in Å:
N: -0.073 0.607 0.995  -0.61
N: -0.435 -0.364 0.022  0.19
S: -1.643 -0.024 -1.118  -0.48
C: 0.605 -1.363 -0.563  0.50
O: 1.513 -1.662 0.230  -0.71
O: 0.226 -1.826 -1.656  -0.61
H: 0.791 0.450 1.396  0.25
H: -0.791 0.603 1.738  0.18
H: -0.877 -1.016 -1.787  0.27

Summary:
HOMO level: -2.682 eV
M: 107.11 g/mol
E: -698.09141 Ha
Net charge: -1

CH3N2O2S as an isolated structure, computed with ωB97M-V/def2-TZVPD.

Each line ends with the Mulliken charge.
Positions of all 9 atoms, in Å:
C: 1.573 2.875 0.087  0.20
N: 1.279 1.818 -0.171  -0.29
N: -0.269 -2.011 -0.161  -0.37
O: 2.740 -0.710 -1.190  -0.24
O: 2.493 -0.158 1.253  -0.25
S: 1.944 -0.357 -0.055  0.98
H: 2.000 3.906 0.203  0.34
H: -0.511 -2.625 -0.894  0.27
H: 0.186 -2.426 0.691  0.35

Summary:
HOMO level (spin up / spin down): -16.566 / -16.411 eV
M: 107.11 g/mol
E: -697.58183 Ha
Net charge: +1

A 2-piece molecular cluster, CH3N2O3S overall, computed with ωB97M-V/def2-TZVPD.

Each line ends with the Mulliken charge.
Positions of all 10 atoms, in Å:
C: 1.425 -0.471 -0.313  0.59
N: -1.699 -0.606 0.223  -0.30
N: 0.692 0.841 0.230  -0.25
O: 1.363 -1.377 0.469  -0.63
O: 2.021 -0.342 -1.380  -0.66
O: -2.257 0.589 0.315  -0.45
S: -0.081 2.102 -0.479  -0.14
H: -1.723 -0.948 -0.750  0.25
H: -0.669 -0.800 0.506  0.36
H: 0.929 1.012 1.181  0.24

Summary:
HOMO level: -3.599 eV
M: 123.11 g/mol
E: -773.25920 Ha
Net charge: -1

The molecule CH3N2OP, computed with ωB97M-V/def2-TZVPD.

Each line ends with the Mulliken charge.
Positions of all 8 atoms, in Å:
C: -0.202 0.271 0.240  0.03
N: -0.043 -1.125 0.063  -0.47
N: -1.482 -0.354 0.293  0.02
O: -3.539 0.858 0.041  -0.34
P: -3.052 -0.514 -0.095  0.07
H: 0.147 0.712 1.238  0.18
H: -0.202 1.027 -0.484  0.25
H: -0.104 -1.446 -0.831  0.26

Summary:
<S²>: 2.01
HOMO level (spin up / spin down): -6.307 / -10.101 eV
M: 90.02 g/mol
E: -565.78240 Ha
Multiplicity: 3

A 2-piece molecular cluster, CH3N2OPS overall, computed with ωB97M-V/def2-TZVPD.

Each line ends with the Mulliken charge.
Positions of all 9 atoms, in Å:
C: -1.393 -1.325 0.363  0.25
N: -1.766 -2.373 0.551  -0.28
N: 2.135 0.051 0.595  -0.51
O: -0.484 0.240 -1.610  -0.45
P: -0.864 0.384 -0.030  0.43
S: -2.488 1.460 0.169  -0.24
H: 2.718 0.798 0.250  0.22
H: 1.742 0.342 1.492  0.24
H: 0.401 0.423 -1.779  0.34

Summary:
HOMO level (spin up / spin down): -9.236 / -9.235 eV
M: 122.09 g/mol
E: -964.06095 Ha

CH3N2PS as an isolated structure, computed with ωB97M-V/def2-TZVPD.

Each line ends with the Mulliken charge.
Positions of all 8 atoms, in Å:
C: 0.092 -1.089 0.368  -0.33
N: 0.428 -0.606 -0.775  0.03
N: 0.067 0.351 -1.449  -0.26
P: -0.611 1.694 -0.447  0.11
S: -0.895 0.770 1.448  -0.28
H: -0.882 -1.576 0.494  0.34
H: 0.949 -1.572 0.904  0.28
H: 0.852 2.028 -0.543  0.11

Summary:
HOMO level: -8.871 eV
M: 106.09 g/mol
E: -888.85395 Ha

A 2-piece molecular cluster, CH3N3O overall, computed with ωB97M-V/def2-TZVPD.

Each line ends with the Mulliken charge.
Positions of all 8 atoms, in Å:
C: -1.710 1.603 -0.071  0.07
N: -2.624 1.691 0.593  -0.33
N: 0.768 -0.023 -0.760  -0.32
N: 0.929 -1.456 1.128  -0.22
O: 0.561 -0.434 0.434  0.09
H: 1.374 -0.738 -1.208  0.22
H: -0.827 1.557 -0.672  0.29
H: 1.528 -2.200 0.556  0.20

Summary:
HOMO level (spin up / spin down): -10.714 / -10.720 eV
M: 73.06 g/mol
E: -279.17984 Ha

A 2-piece molecular cluster, CH3N3O overall, computed with ωB97M-V/def2-TZVPD.

Each line ends with the Mulliken charge.
Positions of all 8 atoms, in Å:
H: 0.895 -1.955 -0.335  0.21
N: 0.514 -1.074 0.077  -0.63
C: 1.114 0.055 -0.139  0.17
O: 0.638 1.209 0.136  -0.54
H: 2.097 0.231 -0.511  0.35
H: -0.361 1.189 0.521  0.49
N: -2.859 -0.162 -0.019  -0.22
N: -2.037 0.506 0.268  0.15

Summary:
HOMO level: -9.819 eV
M: 73.06 g/mol
E: -279.42141 Ha

The molecule CH3N3O, computed with ωB97M-V/def2-TZVPD.

Each line ends with the Mulliken charge.
Positions of all 8 atoms, in Å:
N: 1.855 0.089 1.294  -0.55
C: 0.925 -0.678 1.104  0.47
N: 0.056 -1.458 0.804  -0.18
O: -1.175 -1.546 0.128  -0.13
N: -1.374 -0.676 -0.903  -0.37
H: 1.674 0.845 1.969  0.26
H: -1.225 0.215 -0.542  0.24
H: -0.826 -0.785 -1.785  0.26

Summary:
HOMO level: -9.835 eV
M: 73.06 g/mol
E: -279.23841 Ha

CH3N3O2S as an isolated structure, computed with ωB97M-V/def2-TZVPD.

Each line ends with the Mulliken charge.
Positions of all 10 atoms, in Å:
C: 1.569 -0.255 0.396  -0.20
N: -2.273 -1.362 -1.221  0.06
N: -1.792 -2.092 -0.528  -0.05
N: 0.576 0.255 0.971  -0.34
O: 0.282 1.856 -1.156  -0.48
O: -1.802 1.172 -0.090  -0.46
S: -0.554 1.930 0.023  0.71
H: 1.919 -1.258 0.507  0.29
H: 1.895 0.118 -0.598  0.22
H: 0.180 -0.364 1.695  0.26

Summary:
HOMO level: -10.238 eV
M: 121.12 g/mol
E: -752.83115 Ha

A 2-piece molecular cluster, CH3N3O2S overall, computed with ωB97M-V/def2-TZVPD.

Each line ends with the Mulliken charge.
Positions of all 10 atoms, in Å:
C: 1.492 -0.096 0.083  -0.18
N: -2.396 -2.465 -0.599  -0.17
N: -1.656 -2.138 0.141  0.11
N: 0.359 0.048 0.605  -0.32
O: 0.551 2.509 -0.200  -0.49
O: -1.578 1.323 -0.399  -0.47
S: -0.596 1.948 0.439  0.69
H: 2.003 -1.063 -0.433  0.19
H: 1.955 0.772 -0.190  0.32
H: -0.135 -0.839 0.551  0.32

Summary:
HOMO level: -10.000 eV
M: 121.12 g/mol
E: -752.81937 Ha

The molecule CH3N3O2S, computed with ωB97M-V/def2-TZVPD.

Each line ends with the Mulliken charge.
Positions of all 10 atoms, in Å:
H: -0.735 -0.298 2.043  0.27
N: -0.831 -0.468 1.003  -0.64
N: 0.278 -0.887 0.571  0.80
O: 1.313 -1.146 1.201  -0.64
C: 0.319 -0.741 -0.900  -0.39
S: 0.376 1.111 -1.276  0.04
N: -0.511 1.709 0.018  0.26
O: -0.655 2.912 0.077  -0.41
H: 1.093 -1.068 -1.478  0.39
H: -0.647 -1.125 -1.260  0.32

Summary:
HOMO level: -9.208 eV
M: 121.12 g/mol
E: -752.63317 Ha

A 2-piece molecular cluster, CH3N3O3 overall, computed with ωB97M-V/def2-TZVPD.

Each line ends with the Mulliken charge.
Positions of all 10 atoms, in Å:
O: -0.905 -1.329 0.358  -0.80
N: -1.491 -0.382 0.040  1.14
N: -1.965 0.314 -0.861  -0.33
N: -2.006 0.796 0.579  -0.34
H: -1.276 1.435 0.593  0.34
O: 0.674 0.822 -0.013  -0.52
C: 1.655 0.186 -0.213  0.10
O: 1.798 -1.110 -0.177  -0.41
H: 2.509 0.754 -0.429  0.42
H: 1.006 -1.486 0.124  0.40

Summary:
HOMO level: -10.246 eV
M: 105.05 g/mol
E: -429.69310 Ha

Values for F_max, hartree/bohr, ordered as above
0.052, 0.049, 0.085, 0.037, 0.085, 0.026, 0.139, 0.076, 0.072, 0.062, 0.105, 0.077, 0.080, 0.047, 0.105, 0.048, 0.072, 0.068, 0.082, 0.089